Computed, not measured: a structure of composition C36H99Cu2N9O13S, with ωB97M-V with the def2-TZVPD basis set.

For the energy relative to the best compared isomer or geometry (same formula, charge and spin), the calculation gives 14.223 eV.

Last column: Mulliken charge in e.
Cartesian coordinates (Å):
1 Cu 2.6141 -4.1396 -2.0929  0.81
2 Cu -2.1333 2.5498 0.2475  0.80
3 S -0.1119 -1.7620 -0.3168  1.19
4 O 0.9386 -2.4683 0.4369  -0.78
5 O -1.4497 -1.9972 0.1894  -0.74
6 O 0.1418 -0.3092 -0.2456  -0.73
7 O -0.0036 -2.2117 -1.7104  -0.75
8 C -1.6375 5.7384 5.0857  -1.40
9 C -1.9886 4.2852 5.2558  0.41
10 C -3.4777 4.1602 5.4461  -0.64
11 O -3.9363 4.8528 6.6512  -0.35
12 C -5.3383 4.8741 6.6578  -0.75
13 N -1.5564 3.5197 4.1336  -0.62
14 H -0.5655 5.8789 4.9471  0.36
15 H -1.8888 6.3087 5.9800  0.36
16 H -2.1301 6.2514 4.2596  0.28
17 H -1.4576 3.9252 6.1370  0.28
18 H -3.7093 3.0963 5.4978  0.39
19 H -3.9605 4.5759 4.5618  0.33
20 H -5.6854 5.6320 5.9556  0.30
21 H -5.6321 5.2668 7.6312  0.26
22 H -5.7431 3.8930 6.4093  0.30
23 H -0.5575 3.3909 4.2091  0.27
24 H -1.8233 2.5646 4.3251  0.24
25 C -7.9517 1.4076 -0.4079  -1.42
26 C -7.1262 2.3202 0.5293  0.39
27 C -7.9994 3.1945 1.5669  -0.58
28 O -9.1294 3.7987 0.8936  -0.32
29 C -10.0811 4.2915 1.8327  -0.73
30 N -6.1417 1.5300 1.2531  -0.64
31 H -8.3845 2.1364 -1.0933  0.34
32 H -8.8155 0.9328 0.0573  0.32
33 H -7.4240 0.6049 -0.9231  0.41
34 H -6.7036 2.9962 -0.2140  0.16
35 H -7.4279 4.0772 1.8540  0.33
36 H -8.2987 2.5299 2.3773  0.37
37 H -10.8243 4.7871 1.2082  0.25
38 H -9.5935 5.0252 2.4746  0.29
39 H -10.6036 3.4751 2.3315  0.30
40 H -5.7292 0.8447 0.6365  0.28
41 H -6.7120 0.9355 1.8375  0.27
42 C -3.2928 -2.4676 6.4232  -1.47
43 C -2.1595 -2.9061 5.6578  0.51
44 C -2.5353 -4.2582 4.9053  -0.82
45 O -2.8754 -5.2584 5.9280  -0.37
46 C -3.4337 -6.4754 5.3598  -0.70
47 N -1.6617 -2.0202 4.6605  -0.70
48 H -3.5693 -3.0766 7.2838  0.36
49 H -4.2489 -2.5831 5.9127  0.28
50 H -3.0804 -1.4563 6.7701  0.34
51 H -1.3832 -3.1353 6.3879  0.28
52 H -1.6439 -4.7415 4.5052  0.45
53 H -3.2474 -4.1732 4.0845  0.45
54 H -3.3095 -6.3893 4.2803  0.36
55 H -4.4719 -6.4705 5.6919  0.24
56 H -3.0650 -7.3474 5.8998  0.21
57 H -0.8286 -2.3426 4.1890  0.29
58 H -2.3439 -2.1505 3.9272  0.28
59 C -2.8853 7.3446 -2.8371  -1.37
60 C -3.2803 5.8691 -2.4925  0.21
61 C -2.9611 4.7663 -3.5693  -0.75
62 O -3.2646 3.4656 -3.0401  -0.22
63 C -3.1462 2.4015 -4.0427  -0.87
64 N -2.5407 5.6179 -1.2520  -0.49
65 H -1.8123 7.5364 -2.8365  0.34
66 H -3.2689 8.0492 -2.0993  0.43
67 H -3.2481 7.6430 -3.8207  0.35
68 H -4.3139 5.8822 -2.1467  0.26
69 H -1.8910 4.7089 -3.7684  0.36
70 H -3.4206 4.9824 -4.5338  0.38
71 H -2.1984 2.4575 -4.5781  0.32
72 H -3.9024 2.4593 -4.8255  0.32
73 H -3.1456 1.3484 -3.7616  0.33
74 H -2.7580 6.4217 -0.6804  0.24
75 H -1.5507 5.7169 -1.4259  0.20
76 C -2.9981 -6.0468 -5.1426  -1.57
77 C -2.5236 -7.3126 -4.3987  0.64
78 C -2.1262 -8.4583 -5.3740  -0.66
79 O -3.2010 -9.0566 -6.0363  -0.33
80 C -4.0959 -9.8242 -5.3364  -0.75
81 N -1.3204 -6.8544 -3.7884  -0.72
82 H -3.3827 -5.1059 -4.7491  0.41
83 H -3.8411 -6.2808 -5.7928  0.33
84 H -2.1984 -5.7284 -5.8113  0.40
85 H -3.2405 -7.5452 -3.6113  0.27
86 H -1.6320 -9.2305 -4.7845  0.30
87 H -1.4187 -8.1774 -6.1541  0.32
88 H -4.9976 -9.7968 -5.9482  0.27
89 H -4.4979 -9.5451 -4.3624  0.31
90 H -3.8257 -10.8801 -5.3487  0.28
91 H -1.1554 -7.1782 -2.8461  0.23
92 H -1.4316 -5.8731 -3.5769  0.27
93 C 3.6060 10.4192 -0.5553  -1.48
94 C 3.0055 9.0422 -0.4648  0.52
95 C 3.7446 8.0614 -1.3606  -0.74
96 O 2.8828 6.8738 -1.3940  -0.23
97 C 3.5237 5.6773 -1.8951  -0.78
98 N 3.1203 8.5297 0.9194  -0.77
99 H 3.0817 11.0990 0.1164  0.36
100 H 3.5407 10.7163 -1.6019  0.37
101 H 4.5835 10.4771 -0.0766  0.37
102 H 1.9223 9.0776 -0.5809  0.31
103 H 4.7861 7.9534 -1.0577  0.39
104 H 3.7364 8.5196 -2.3495  0.33
105 H 4.3162 5.3692 -1.2132  0.31
106 H 3.8855 5.7667 -2.9194  0.30
107 H 2.7979 4.8653 -1.8521  0.24
108 H 2.6627 9.1944 1.5268  0.24
109 H 2.5378 7.7046 0.9238  0.25
110 C 6.0139 -7.6651 -0.9351  -1.28
111 C 5.5810 -6.7585 0.2170  0.33
112 C 6.3053 -5.3415 0.0950  -0.54
113 O 7.7018 -5.3596 -0.1613  -0.32
114 C 8.3337 -4.1059 -0.2546  -0.64
115 N 4.0706 -6.6839 0.1896  -0.59
116 H 7.0437 -7.9168 -0.6816  0.35
117 H 6.0146 -7.2511 -1.9434  0.26
118 H 5.5785 -8.6643 -0.9419  0.39
119 H 5.8900 -7.2372 1.1463  0.22
120 H 6.0960 -4.7646 0.9959  0.38
121 H 5.7857 -4.8784 -0.7439  0.23
122 H 9.4071 -4.2688 -0.3511  0.23
123 H 8.1248 -3.5061 0.6313  0.28
124 H 7.8855 -3.5868 -1.1018  0.27
125 H 3.5623 -7.5359 0.3791  0.24
126 H 3.6315 -6.1970 0.9579  0.24
127 C 5.8139 2.0833 2.4962  -1.69
128 C 5.3223 0.6698 2.6685  0.71
129 C 4.4297 0.2654 3.8333  -0.58
130 O 5.1670 0.4552 5.0418  -0.34
131 C 4.4603 -0.0891 6.1753  -0.76
132 N 4.6900 0.2976 1.4050  -0.64
133 H 5.1460 2.9437 2.5373  0.35
134 H 6.4349 2.1974 1.6076  0.46
135 H 6.6171 2.2499 3.2139  0.40
136 H 6.2747 0.1499 2.7724  0.08
137 H 4.0659 -0.7573 3.7339  0.43
138 H 3.5644 0.9253 3.7716  0.26
139 H 5.1217 -0.8021 6.6676  0.26
140 H 3.5234 -0.6175 5.9990  0.34
141 H 4.3329 0.6564 6.9602  0.26
142 H 3.7649 -0.0956 1.5031  0.26
143 H 4.6190 1.1170 0.8189  0.20
144 C 4.1427 -0.9612 -5.6297  -1.51
145 C 4.3655 -2.2469 -6.4148  0.51
146 C 5.8123 -2.8131 -6.4227  -0.75
147 O 5.9767 -3.7234 -7.4439  -0.31
148 C 6.7899 -4.8032 -7.1013  -0.73
149 N 3.4516 -3.1192 -5.8088  -0.55
150 H 4.4093 -1.0262 -4.5748  0.35
151 H 3.1594 -0.4944 -5.5727  0.45
152 H 4.7449 -0.2452 -6.1889  0.36
153 H 4.1647 -2.1343 -7.4802  0.20
154 H 6.1468 -2.9945 -5.4013  0.40
155 H 6.4698 -1.9928 -6.7104  0.28
156 H 7.4206 -4.6323 -6.2289  0.32
157 H 7.3703 -5.2059 -7.9315  0.27
158 H 6.3065 -5.7431 -6.8349  0.29
159 H 3.2164 -3.8146 -6.5025  0.22
160 H 2.6078 -2.6126 -5.5818  0.23

Atomic forces in eV per Å
-1.0 0.7 0.6
0.2 -0.3 -0.3
0.4 0.2 0.6
0.8 -0.7 0.7
-1.2 -0.7 0.6
0.3 1.9 0.0
0.5 -0.9 -2.3
0.6 1.0 0.3
0.0 1.4 1.1
-0.2 0.2 0.9
1.1 -1.1 -1.5
0.2 0.8 0.2
0.2 -1.3 -1.1
0.1 -0.1 -0.1
-0.1 -0.1 0.1
-0.2 -0.4 -0.2
-0.3 0.1 0.5
-0.4 -0.2 0.2
-0.2 0.1 -0.1
-0.3 -0.1 -0.5
-0.2 -0.5 0.1
-0.3 0.0 0.2
0.5 0.5 -0.3
-0.6 -0.5 -0.3
-1.4 1.1 0.4
-1.2 -0.2 -0.4
0.4 -0.1 -2.5
0.3 -1.2 0.5
0.1 0.1 -1.4
0.1 0.4 0.6
-0.2 -0.5 -0.6
0.0 -0.1 0.4
0.5 0.4 0.0
0.8 0.3 0.6
0.5 -0.5 0.8
-0.1 0.2 0.3
0.0 0.2 0.2
-0.2 -0.1 0.5
0.3 0.0 0.5
0.3 0.1 -0.4
0.1 -0.2 0.6
-2.5 1.1 1.4
1.4 -4.1 -1.2
1.7 -1.3 2.4
-0.7 0.1 -0.7
-0.3 1.8 1.3
-0.6 1.2 -0.8
0.9 -0.2 0.3
-0.1 0.8 -0.7
-0.6 0.2 0.0
0.4 -0.2 -0.2
0.4 0.7 -0.7
-0.5 0.3 0.3
-0.1 -0.9 0.1
-0.5 0.0 -0.7
0.8 0.0 -0.6
0.4 -0.2 0.4
-0.2 0.9 -0.7
-0.4 -0.5 -1.2
1.1 0.6 0.1
0.3 0.0 1.1
-0.6 -1.2 -0.7
0.4 0.8 -0.8
0.1 -1.0 0.7
0.2 -0.5 -0.1
-0.4 -0.2 0.0
-0.2 0.2 0.0
-0.3 -0.4 -0.7
0.4 0.6 0.0
-0.5 -0.1 0.1
0.3 0.5 0.1
-0.4 0.5 0.1
-0.3 0.4 1.4
0.0 -0.1 0.6
0.3 -0.1 -0.2
-1.1 -0.5 -2.2
-0.3 1.7 -0.6
-0.7 -0.4 1.1
0.2 1.1 -0.8
-1.8 -1.2 -0.6
2.0 0.8 1.5
0.4 -0.4 1.5
0.0 -0.4 -0.4
0.2 -0.1 -0.1
-0.4 -0.8 -0.4
0.3 -0.1 0.4
-0.1 0.6 0.2
-0.2 -0.1 -0.1
0.8 0.5 0.4
0.4 -0.2 0.4
0.0 -0.9 0.0
0.2 0.4 -0.4
-0.3 0.1 0.6
0.6 -0.5 1.7
-2.3 0.1 -0.7
1.6 -0.1 -0.3
-0.5 0.4 0.8
0.3 0.0 -0.1
-0.6 0.2 -0.4
0.4 0.6 0.2
0.5 -0.4 -0.8
0.0 0.1 -1.4
-0.1 -0.6 0.4
0.2 -0.2 -0.4
0.3 0.2 -0.1
0.1 0.2 0.0
-0.2 0.2 -0.1
0.0 0.1 0.3
0.1 -0.3 0.3
1.2 -0.5 0.7
-0.3 -0.4 -0.4
-1.0 -0.4 -0.1
-0.4 -1.7 0.4
-1.0 0.0 0.1
0.0 1.3 0.0
0.4 0.2 -0.4
-0.3 0.3 0.2
-0.7 0.2 0.1
0.2 0.0 0.1
0.0 0.2 0.1
-0.1 0.5 -0.3
-0.2 0.0 -0.2
0.1 0.1 0.2
0.4 0.4 -0.3
0.9 -1.1 -0.8
0.7 1.2 0.3
1.3 1.0 1.2
0.2 -0.4 -1.1
0.7 1.3 -0.1
-1.5 -0.7 0.3
1.3 0.0 0.6
-0.1 -0.3 -0.3
-0.5 -0.3 0.1
-0.5 -0.4 -0.6
-0.3 0.3 0.7
0.0 -0.7 0.1
0.2 -0.2 -0.1
-0.4 0.1 0.4
0.1 -0.3 -0.2
-0.1 0.3 -0.5
-0.4 0.4 -0.3
-0.1 -0.1 0.0
-0.2 -0.1 -0.1
1.6 1.3 -0.9
0.6 0.8 0.3
-0.5 3.4 0.5
-0.3 -1.8 -0.1
0.7 -1.7 0.2
-1.3 -2.5 0.4
0.6 -0.2 -0.1
-0.4 -0.7 -0.7
0.3 0.6 0.7
-0.2 0.5 -0.2
-0.2 -1.2 0.0
0.0 0.7 0.1
0.3 0.5 -0.2
0.4 0.9 -0.3
-1.2 0.1 0.3
-0.4 -0.6 0.3
-0.2 -0.2 -0.1